1.
Below is a molecular structure, C32H29As2CuNO2 in a non-equilibrium geometry, with properties calculated with ωB97M-V with the def2-TZVPD basis set.

Output
multiplicity: 1
charge: -1
orbital gap: 4.82 eV

XYZ file:
```
67
C32H29As2CuNO2 ωB97M-V with the def2-TZVPD basis set
Cu 0.146 1.211 1.332
O 1.630 1.211 4.900
C 1.310 1.211 3.666
O 0.134 1.211 3.189
C 2.420 1.211 2.636
C 3.759 1.211 3.031
C 4.757 1.211 2.060
C 4.395 1.211 0.719
C 3.046 1.211 0.405
N 2.058 1.211 1.321
H 4.005 1.211 4.089
H 5.800 1.211 2.354
H 5.144 1.211 -0.063
H 2.708 1.211 -0.626
C -1.322 -1.321 -0.597
C -1.315 -0.117 -1.553
As 0.142 1.206 -1.151
C -0.159 2.145 -2.850
C -0.411 3.522 -2.812
C -0.626 4.234 -3.998
C -0.592 3.573 -5.229
C -0.345 2.199 -5.277
C -0.129 1.486 -4.093
C 1.641 -0.077 -1.136
C 2.325 -0.385 -2.323
C 3.392 -1.290 -2.314
C 3.789 -1.894 -1.120
C 3.123 -1.588 0.068
C 2.058 -0.682 0.062
As -1.292 -0.796 1.326
C -1.126 -2.694 1.786
C -2.160 -3.611 1.540
C -1.996 -4.961 1.864
C -0.798 -5.404 2.433
C 0.237 -4.497 2.678
C 0.073 -3.145 2.354
C -2.956 0.234 1.213
C -4.205 -0.403 1.257
C -5.383 0.347 1.190
C -5.323 1.738 1.081
C -4.083 2.380 1.040
C -2.904 1.632 1.108
H -0.400 -1.908 -0.788
H -2.194 -1.972 -0.815
H -2.280 0.424 -1.467
H -1.237 -0.508 -2.586
H -0.437 4.046 -1.864
H -0.817 5.298 -3.963
H -0.757 4.124 -6.147
H -0.321 1.684 -6.230
H 0.058 0.426 -4.158
H 2.049 0.073 -3.255
H 3.912 -1.521 -3.235
H 4.615 -2.594 -1.114
H 3.433 -2.051 0.996
H 1.570 -0.464 0.995
H -3.087 -3.293 1.089
H -2.795 -5.665 1.669
H -0.671 -6.451 2.680
H 1.166 -4.841 3.115
H 0.881 -2.451 2.542
H -4.275 -1.473 1.348
H -6.344 -0.151 1.227
H -6.236 2.318 1.032
H -4.035 3.459 0.959
H -1.955 2.146 1.079
H -0.818 2.557 1.332
```

=====

2.
Below is a molecular structure, C14H16IrN2OS in a non-equilibrium geometry, with properties calculated with ωB97M-V with the def2-TZVPD basis set.

Output
multiplicity: 6
relative energy (zero: lowest compared OMol25 entry of this formula, charge and spin): 0.0 kJ/mol
charge: +2
orbital gap (alpha / beta): 7.94 / 5.90 eV

XYZ file:
```
35
C14H16IrN2OS ωB97M-V with the def2-TZVPD basis set
Ir -1.135 1.099 -0.113
S 0.245 0.059 1.947
C 0.511 -1.063 0.717
C 1.475 -2.071 0.798
C 1.631 -2.950 -0.276
C 0.947 -2.690 -1.418
C 0.060 -1.599 -1.504
N -0.133 -0.799 -0.471
H 1.982 -2.302 1.751
H 2.255 -3.796 -0.182
H 0.896 -3.402 -2.233
H -0.544 -1.534 -2.365
C -3.584 -0.693 2.178
C -3.695 -0.559 0.668
N -4.702 -1.254 0.114
O -2.987 0.187 -0.050
H -2.550 -0.566 2.633
H -3.808 -1.708 2.597
H -4.321 0.100 2.626
H -5.425 -1.735 0.641
H -5.029 -0.954 -0.813
C -0.191 2.947 -0.591
C 1.100 2.319 -0.516
C 2.013 2.524 0.588
C 3.217 1.916 0.658
C 3.763 1.175 -0.486
C 2.888 0.970 -1.562
C 1.623 1.574 -1.584
H -0.614 3.178 -1.585
H -0.471 3.684 0.258
H 1.727 3.179 1.482
H 3.878 1.973 1.502
H 4.709 0.781 -0.552
H 3.278 0.436 -2.365
H 0.992 1.576 -2.493
```

=====

3.
Below is a molecular structure, C3H5IN2S in a non-equilibrium geometry, with properties calculated with ωB97M-V with the def2-TZVPD basis set.

Output
multiplicity: 1
relative energy (zero: lowest compared OMol25 entry of this formula, charge and spin): 89.5 kJ/mol
orbital gap: 7.66 eV

XYZ file:
```
12
C3H5IN2S ωB97M-V with the def2-TZVPD basis set
C 0.167 0.327 0.039
C 1.519 -1.716 -0.388
C -0.887 1.276 0.342
N 1.279 0.616 -0.458
N 2.100 -0.330 -0.781
S -0.129 -1.413 0.289
I 3.963 0.117 0.095
H 1.492 -2.066 -1.407
H 2.090 -2.557 0.096
H -1.743 0.828 0.704
H -1.158 1.993 -0.508
H -0.543 1.946 1.256
```

=====

4.
Below is a gas-phase ion, C6H13N (charge +1) in a non-equilibrium geometry, with properties calculated with ωB97M-V with the def2-TZVPD basis set.

Output
multiplicity: 2
relative energy (zero: lowest compared OMol25 entry of this formula, charge and spin): 173.7 kJ/mol
charge: +1
orbital gap (alpha / beta): 8.79 / 4.80 eV

XYZ file:
```
20
C6H13N ωB97M-V with the def2-TZVPD basis set
C 2.125 -0.028 1.433
C 1.013 0.451 0.503
C 0.156 -0.741 0.035
C -1.249 -0.420 -0.301
C -2.016 0.296 0.620
C -1.831 -0.919 -1.566
N 1.511 1.219 -0.619
H 2.655 -0.886 1.032
H 1.728 -0.292 2.412
H 2.853 0.762 1.581
H 0.374 1.098 1.141
H 0.061 -1.388 0.911
H 0.609 -1.314 -0.769
H -1.638 0.330 1.641
H -2.949 0.819 0.486
H -1.110 -0.648 -2.351
H -1.918 -2.009 -1.599
H -2.779 -0.440 -1.779
H 1.486 2.222 -0.502
H 1.172 0.917 -1.518
```

=====

5.
Below is a molecular structure, C24H40CrN10OSSe, with properties calculated with ωB97M-V with the def2-TZVPD basis set.

Output
multiplicity: 4
relative energy (zero: lowest compared OMol25 entry of this formula, charge and spin): 14.9 kJ/mol
charge: +1
orbital gap (alpha / beta): 5.93 / 6.06 eV

XYZ file:
```
78
C24H40CrN10OSSe ωB97M-V with the def2-TZVPD basis set
Cr 1.274 0.938 1.182
C -3.458 -4.331 0.755
C -2.218 -4.355 -0.151
C -2.673 -4.366 -1.609
C -1.405 -5.628 0.119
C -1.360 -3.142 0.177
C -0.811 -2.985 1.449
C -0.051 -1.873 1.737
N 0.203 -0.919 0.841
C -0.320 -1.039 -0.383
C -1.100 -2.132 -0.742
C -0.048 0.094 -1.311
C -0.386 0.063 -2.647
C -0.124 1.161 -3.471
C 0.479 2.255 -2.873
C 0.813 2.222 -1.527
N 0.556 1.166 -0.757
C -0.523 1.120 -4.940
C -0.053 2.363 -5.693
C -2.053 1.036 -5.025
C 0.096 -0.118 -5.603
H -4.086 -5.196 0.541
H -4.049 -3.431 0.585
H -3.189 -4.368 1.810
H -3.250 -5.272 -1.795
H -1.830 -4.368 -2.301
H -3.317 -3.517 -1.845
H -2.009 -6.504 -0.117
H -1.102 -5.708 1.163
H -0.507 -5.660 -0.500
H -0.980 -3.717 2.227
H 0.370 -1.717 2.722
H -1.516 -2.184 -1.734
H -0.851 -0.818 -3.061
H 0.723 3.143 -3.435
H 1.316 3.037 -1.019
H -0.504 3.274 -5.299
H -0.346 2.281 -6.740
H 1.032 2.472 -5.661
H -2.523 1.890 -4.536
H -2.432 0.127 -4.558
H -2.362 1.030 -6.070
H 1.185 -0.088 -5.556
H -0.197 -0.156 -6.652
H -0.240 -1.044 -5.137
Se 2.413 2.987 1.383
C 1.328 2.208 4.893
N 1.895 0.891 5.167
C 2.154 0.544 6.552
C 2.166 0.047 4.186
O 1.947 0.260 2.989
H 1.799 2.927 5.562
H 0.252 2.195 5.076
H 1.534 2.484 3.858
H 2.913 1.204 6.971
H 2.501 -0.486 6.618
H 1.238 0.643 7.136
H 2.630 -0.890 4.517
N 5.627 -0.040 -1.823
N 4.677 -0.269 -0.840
N 4.696 -1.341 -0.080
C 3.585 -1.165 0.625
N 2.964 -0.035 0.290
N 3.680 0.526 -0.669
H 6.451 -0.566 -1.548
H 5.816 0.958 -1.820
H 3.237 -1.846 1.378
C -3.095 4.765 2.823
N -2.596 3.419 2.638
C -1.347 3.129 2.248
N -0.506 4.096 1.952
S -0.934 1.457 2.159
H -4.095 4.710 3.243
H -3.153 5.305 1.875
H -2.468 5.324 3.520
H -3.191 2.630 2.826
H -0.774 5.063 2.027
H 0.478 3.836 1.704
```

=====

6.
Below is 12 unconnected molecules or ions with the total composition C26H76ClN3O11P in a non-equilibrium geometry, with properties calculated with ωB97M-V with the def2-TZVPD basis set.

Output
multiplicity: 1
charge: +1
orbital gap: 8.36 eV

XYZ file:
```
118
C26H76ClN3O11P ωB97M-V with the def2-TZVPD basis set
C -0.566 -2.951 -2.969
C -0.526 -1.604 -2.884
C 0.665 -0.839 -3.376
N 1.661 -0.354 -2.300
C 1.659 -1.348 -1.187
C 2.844 -1.262 -0.196
C 3.815 -2.431 -0.320
Cl 2.093 -1.352 1.450
C 2.998 -0.368 -3.044
C 4.030 0.755 -2.763
P 5.631 0.154 -2.002
C 6.894 0.488 -3.271
C 6.019 1.257 -0.596
N 3.491 1.951 -2.147
C 2.097 2.125 -2.516
C 1.613 3.548 -2.217
C 2.175 4.226 -0.966
N 3.467 4.876 -1.235
C 1.295 1.037 -1.767
C -0.205 1.261 -1.600
C -0.534 2.185 -0.407
C -1.644 3.209 -0.730
C -3.026 2.748 -0.247
C -3.607 1.613 -1.118
C -3.585 0.242 -0.434
C -4.604 0.149 0.694
C -4.598 -1.201 1.450
C -3.940 -1.096 2.825
C -2.411 -1.299 2.823
C -1.922 -2.058 4.060
C -1.657 -3.531 3.766
H -0.240 -3.504 -3.843
H -0.993 -3.539 -2.163
H -1.411 -1.100 -2.519
H 0.399 0.040 -3.960
H 1.200 -1.527 -4.025
H 0.752 -1.195 -0.615
H 1.687 -2.346 -1.608
H 3.335 -0.295 -0.204
H 4.817 -2.121 -0.047
H 3.847 -2.848 -1.323
H 3.535 -3.230 0.361
H 2.771 -0.306 -4.102
H 3.448 -1.346 -2.896
H 4.365 1.079 -3.753
H 7.780 -0.095 -3.038
H 7.180 1.537 -3.343
H 6.525 0.165 -4.242
H 6.730 0.719 0.028
H 5.142 1.427 0.027
H 6.464 2.212 -0.867
H 3.601 1.955 -1.143
H 2.006 1.993 -3.596
H 0.530 3.626 -2.205
H 1.921 4.157 -3.061
H 1.451 4.931 -0.552
H 2.368 3.492 -0.179
H 3.861 5.170 -0.349
H 3.291 5.748 -1.722
H 1.703 1.059 -0.755
H -0.608 1.686 -2.519
H -0.737 0.336 -1.412
H -0.910 1.565 0.406
H 0.358 2.667 -0.020
H -1.754 3.303 -1.810
H -1.408 4.202 -0.348
H -3.701 3.600 -0.313
H -2.996 2.421 0.790
H -3.079 1.565 -2.073
H -4.641 1.844 -1.372
H -2.590 0.053 -0.018
H -3.785 -0.539 -1.170
H -4.408 0.927 1.432
H -5.596 0.361 0.292
H -4.097 -1.954 0.842
H -5.636 -1.505 1.579
H -4.370 -1.835 3.500
H -4.140 -0.118 3.254
H -1.940 -0.311 2.824
H -2.083 -1.802 1.911
H -2.632 -1.984 4.882
H -0.995 -1.646 4.432
H -2.511 -3.990 3.266
H -1.488 -4.068 4.700
H -0.776 -3.662 3.144
O 0.792 -4.821 0.643
H 1.409 -5.105 1.331
H 0.993 -3.893 0.505
O -1.329 3.814 2.532
H -1.308 3.736 1.572
H -2.235 3.579 2.765
O 1.561 -7.755 -0.384
H 1.396 -6.897 0.023
H 2.420 -8.010 -0.039
O -4.715 -3.740 5.187
H -5.130 -4.357 4.578
H -3.941 -4.208 5.514
O -3.902 2.801 4.092
H -4.828 2.530 4.132
H -3.479 2.329 4.817
O 1.441 -7.043 2.484
H 0.508 -7.281 2.450
H 1.779 -7.501 3.258
O 0.732 -1.878 5.929
H 1.151 -2.055 5.082
H 1.441 -1.950 6.576
O -6.964 2.994 3.224
H -6.451 3.769 2.969
H -7.312 2.657 2.393
O 1.871 5.636 -5.255
H 2.223 5.455 -6.132
H 2.645 5.622 -4.684
O -2.395 5.118 5.022
H -2.857 4.497 4.454
H -1.605 4.644 5.297
O -1.634 -2.922 -6.054
H -2.226 -3.098 -5.317
H -1.214 -3.766 -6.247
```

=====

7.
Below is a molecular structure, C26H27ClN3O5Zr, with properties calculated with ωB97M-V with the def2-TZVPD basis set.

Output
multiplicity: 1
relative energy (zero: lowest compared OMol25 entry of this formula, charge and spin): 11.6 kJ/mol
charge: +1
orbital gap: 7.30 eV

XYZ file:
```
63
C26H27ClN3O5Zr ωB97M-V with the def2-TZVPD basis set
Zr 0.020 -0.035 0.150
C 1.376 -3.895 1.778
C 0.389 -3.010 1.089
O 0.646 -1.722 1.156
C -0.716 -3.487 0.452
C -1.770 -2.687 -0.088
C -2.986 -3.389 -0.604
N -1.710 -1.375 -0.098
N -2.855 -0.740 -0.602
C -2.750 0.531 -0.436
O -1.697 1.087 0.164
C -3.769 1.457 -0.972
C -3.756 2.797 -0.596
C -4.704 3.669 -1.109
C -5.660 3.208 -2.003
C -5.670 1.872 -2.384
C -4.728 0.997 -1.872
H 2.393 -3.546 1.600
H 1.284 -4.930 1.458
H 1.209 -3.855 2.857
H -0.856 -4.557 0.421
H -2.859 -4.466 -0.548
H -3.185 -3.086 -1.632
H -3.862 -3.089 -0.029
H -3.004 3.156 0.092
H -4.699 4.710 -0.813
H -6.398 3.889 -2.405
H -6.413 1.513 -3.084
H -4.729 -0.045 -2.161
Cl 1.186 5.732 -4.438
C 1.180 4.499 -3.224
C 1.963 4.653 -2.076
C 1.975 3.697 -1.083
C 1.183 2.549 -1.199
O 1.167 1.656 -0.231
C 0.427 2.374 -2.383
C -0.242 1.153 -2.706
O -0.265 0.121 -2.014
C 0.427 3.366 -3.386
H 2.565 5.547 -1.973
H 2.572 3.832 -0.191
H -0.754 1.116 -3.674
H -0.158 3.226 -4.286
C 4.084 0.088 -0.232
C 3.221 -0.298 -1.406
O 2.001 -0.966 -0.996
H 4.981 0.594 -0.594
H 4.415 -0.789 0.330
H 3.562 0.765 0.444
H 3.747 -0.968 -2.087
H 2.893 0.569 -1.975
H 2.234 -1.783 -0.539
C 0.928 2.289 4.662
C 1.535 1.076 4.382
C 1.175 0.401 3.231
N 0.262 0.873 2.372
C -0.315 2.052 2.642
C -0.017 2.782 3.776
H 1.185 2.841 5.556
H 2.275 0.646 5.041
H 1.613 -0.556 2.979
H -1.040 2.401 1.921
H -0.524 3.720 3.951
```

=====

8.
Below is 6 unconnected molecules or ions with the total composition C6H29N4O6P2 in a non-equilibrium geometry, with properties calculated with ωB97M-V with the def2-TZVPD basis set.

Output
multiplicity: 1
charge: +1
orbital gap: 5.15 eV

XYZ file:
```
47
C6H29N4O6P2 ωB97M-V with the def2-TZVPD basis set
N 2.660 0.963 -0.930
P 1.185 0.659 -1.575
N 0.130 0.101 -0.215
C -1.176 -0.261 -0.883
N -1.356 -1.149 -1.915
N -2.436 0.476 -0.403
P -2.911 1.450 -1.864
O -3.909 2.625 -1.510
H 2.877 1.987 -1.106
H 1.256 -0.337 -2.641
H 0.731 1.926 -2.150
H 0.565 -0.697 0.300
H -1.043 -0.827 -2.878
H -1.840 -2.076 -1.861
H -3.205 -0.211 -0.201
H -1.635 1.926 -2.413
H -3.414 0.494 -2.819
C 0.540 4.937 -0.238
O 0.427 3.647 -0.810
H 1.396 5.449 -0.683
H -0.370 5.508 -0.442
H 0.692 4.847 0.840
H -0.340 3.217 -0.396
C 1.711 -2.466 2.433
O 1.897 -1.968 1.121
H 0.745 -2.122 2.810
H 1.723 -3.559 2.414
H 2.508 -2.094 3.081
H 2.761 -2.290 0.812
C 5.255 -4.267 1.760
O 4.604 -4.058 0.520
H 4.799 -3.621 2.514
H 5.141 -5.311 2.061
H 6.315 -4.018 1.662
H 5.030 -4.645 -0.128
C -1.332 5.069 3.094
O -0.165 5.868 3.162
H -1.245 4.384 2.248
H -1.435 4.493 4.017
H -2.206 5.710 2.952
H -0.272 6.465 3.921
C -4.185 -4.627 -2.535
O -4.007 -3.316 -2.030
H -4.455 -4.567 -3.592
H -3.253 -5.189 -2.431
H -4.987 -5.125 -1.984
H -3.768 -3.402 -1.091
```

=====

9.
Below is a molecular structure, C3H4INO2S in a non-equilibrium geometry, with properties calculated with ωB97M-V with the def2-TZVPD basis set.

Output
multiplicity: 1
relative energy (zero: lowest compared OMol25 entry of this formula, charge and spin): 311.5 kJ/mol
orbital gap (alpha / beta): 7.04 / 6.89 eV

XYZ file:
```
12
C3H4INO2S ωB97M-V with the def2-TZVPD basis set
C 0.365 1.686 -1.799
C 1.110 -0.531 0.706
C -1.339 0.462 -0.134
N 1.305 1.918 -2.423
O -0.239 -1.879 -0.963
O -1.134 -1.682 1.248
S -0.501 -1.042 0.160
I -1.518 1.568 1.551
H 1.055 0.283 1.414
H 1.494 -1.466 1.220
H 1.609 0.077 -0.090
H -2.208 0.605 -0.891
```

=====

10.
Below is a molecular structure, C5H16N2S, with properties calculated with ωB97M-V with the def2-TZVPD basis set.

Output
multiplicity: 1
relative energy (zero: lowest compared OMol25 entry of this formula, charge and spin): 35.1 kJ/mol
orbital gap: 7.77 eV

XYZ file:
```
24
C5H16N2S ωB97M-V with the def2-TZVPD basis set
C -1.163 1.782 0.269
C -1.737 1.349 -1.070
S -0.797 0.044 -1.935
N 0.222 2.283 0.146
H -1.178 0.933 0.960
H -1.815 2.540 0.715
H -1.807 2.216 -1.731
H -2.751 0.985 -0.900
H 0.332 3.154 0.653
H 0.396 2.500 -0.832
C 1.683 -1.228 0.703
C 0.325 -1.489 1.338
C 0.377 -2.703 2.257
N 1.622 -0.085 -0.245
H 2.438 -1.014 1.462
H 2.002 -2.099 0.128
H -0.406 -1.643 0.545
H 0.024 -0.603 1.902
H 0.643 -3.611 1.714
H 1.116 -2.572 3.051
H -0.589 -2.869 2.731
H 0.670 -0.162 -0.987
H 1.431 0.826 0.197
H 2.465 -0.011 -0.807
```

=====

11.
Below is C5H12OSi2 in the gas phase in a non-equilibrium geometry, with properties calculated with ωB97M-V with the def2-TZVPD basis set.

Output
multiplicity: 1
relative energy (zero: lowest compared OMol25 entry of this formula, charge and spin): 211.7 kJ/mol
orbital gap: 9.68 eV
SMILES string: C=C[Si](C)(C=C)O[SiH3]

XYZ file:
```
20
C5H12OSi2 ωB97M-V with the def2-TZVPD basis set
C 0.216 -1.718 1.722
C -0.256 -1.751 0.526
Si -0.753 -0.189 -0.376
C -2.461 0.624 -0.320
C 0.414 0.015 -1.784
C 0.665 -0.904 -2.801
O 0.240 1.376 0.702
Si 1.432 1.980 1.543
H 0.412 -2.632 2.378
H 0.494 -0.749 2.192
H -0.308 -2.808 0.154
H -2.838 0.805 -1.328
H -3.313 0.012 0.264
H -2.242 1.528 0.244
H 1.198 0.795 -1.680
H 1.433 -0.908 -3.520
H -0.021 -1.685 -3.069
H 0.861 2.308 2.802
H 2.641 0.817 1.647
H 2.185 3.086 0.707
```

=====

Number 1: electronic energy -7553.88475 Ha. Number 2: electronic energy -1229.62189 Ha. Number 3: electronic energy -922.61068 Ha. Number 4: electronic energy -290.81255 Ha. Number 5: electronic energy -5405.31204 Ha. Number 6: electronic energy -2829.35284 Ha. Number 7: electronic energy -2054.69831 Ha. Number 8: electronic energy -1598.65306 Ha. Number 9: electronic energy -1017.60148 Ha. Number 10: electronic energy -707.77103 Ha. Number 11: electronic energy -851.86371 Ha.